Here is a structure of composition C24H40BMnO23 in a non-equilibrium geometry from the Open Molecules 2025 dataset. Energies are from ωB97M-V with the def2-TZVPD basis set.

As for the HOMO energy (alpha / beta): -11.12 / -11.12 eV. The value obtained for the energy above the lowest of the compared OMol25 structures with the same formula, charge and spin is 1.334 eV. The orbital gap (alpha / beta) comes out at 8.89 / 8.89 eV.

Structure (ORCA input):
```
! RIJCOSX wB97M-V def2-TZVPD def2/J DEFGRID3
* xyz 1 6
C 0.138 -3.302 -0.458
C -4.877 -1.637 -0.518
H 2.510 -0.442 -3.479
H 6.929 0.000 1.423
O -4.032 0.152 1.204
O 0.013 4.172 -0.768
H 1.127 -5.627 -1.684
H -2.902 0.911 2.670
O -1.890 -0.105 0.622
C 1.380 0.023 2.791
O 1.987 0.272 -0.957
O -6.178 1.747 -4.818
C -0.330 3.178 2.503
H -5.302 0.883 3.430
H -0.189 -2.088 2.873
H 1.228 1.172 5.792
H -0.421 4.582 -2.765
H -3.283 2.079 1.383
H 3.119 -0.305 4.696
H -1.128 -0.687 3.596
H 2.954 -6.344 -0.365
H 2.483 -4.811 -2.149
O 0.872 0.054 1.704
C 3.218 0.379 -3.372
H 1.855 2.811 -1.859
C -0.180 3.254 0.143
H 0.608 3.352 3.035
C 5.375 0.364 -0.008
C 1.370 3.406 -2.637
C 2.187 1.543 5.438
O 0.953 -0.683 3.825
C 2.974 0.746 4.432
O -0.352 -4.406 0.103
C 3.192 0.331 -0.997
C 2.597 -5.343 -0.121
H -5.339 -0.912 -1.188
C -4.993 -0.218 -5.635
C -1.323 -4.237 1.121
O 3.951 0.417 0.057
H 3.958 0.295 -4.164
O -0.353 3.875 1.289
H -5.316 -1.673 0.471
O -0.495 -0.047 -2.319
C 1.781 -4.834 -1.312
H -0.768 2.971 -2.209
H 3.384 -4.656 0.176
C -4.849 1.717 2.895
H -5.647 2.218 2.346
H 5.988 1.454 1.762
O -3.481 -1.260 -0.376
O 1.188 -3.561 -1.204
H 2.082 4.229 -2.731
H 5.810 1.248 -0.477
Mn 0.006 -0.052 -0.301
C -0.836 0.924 -4.612
O -0.228 -2.175 -0.247
O -4.072 1.354 -4.213
C -5.167 1.108 -4.894
H 1.949 -5.566 0.732
O -0.123 2.060 -0.040
O 3.885 0.291 -2.115
H 2.804 1.628 6.337
C 5.927 0.422 1.423
O -2.380 -0.309 -3.467
H -4.478 2.423 3.637
H 3.999 1.115 4.462
B -3.032 0.363 -4.598
H -0.487 2.101 2.454
H 1.285 2.922 -3.609
C -1.217 0.212 -3.260
H -1.093 3.593 3.165
O 2.428 0.757 3.103
C -0.280 -1.360 3.687
O -1.937 1.027 -5.312
H -4.890 -2.559 -1.092
C -0.026 3.767 -2.162
O -5.830 -0.849 -6.179
O -3.713 -0.618 -5.444
H -0.915 -4.478 2.105
H 5.699 -0.535 -0.525
C -3.067 -0.372 0.464
H 2.119 2.572 5.079
O 0.240 1.322 -4.940
H -1.722 -3.226 1.212
H 5.238 -0.134 2.060
C -3.695 1.293 2.016
H -0.496 -2.066 4.492
H -2.157 -4.911 0.938
H 2.681 1.305 -3.565
*
```

***

Here is an isolated molecule of C21H25FN2O2 from the Open Molecules 2025 dataset. Energies are from ωB97M-V with the def2-TZVPD basis set.

The structure (SMILES) is COc1ccccc1N1CCN(CCCC(=O)c2ccc(F)cc2)CC1. As for the HOMO energy: -7.95 eV. The value obtained for the energy above the lowest of the compared OMol25 structures with the same formula, charge and spin is 1.807 eV. The orbital gap comes out at 8.59 eV.

Structure (ORCA input):
```
! RIJCOSX wB97M-V def2-TZVPD def2/J DEFGRID3
* xyz 0 1
C 2.913 -2.266 -0.853
H 4.359 0.590 1.307
C 3.666 -2.526 0.279
H 2.594 3.652 1.845
C -1.065 0.212 1.482
H 2.538 -3.083 -1.448
H -1.246 1.057 2.169
H -1.252 -0.720 2.018
C -3.878 -0.266 1.698
H -3.319 -0.069 2.600
C -5.961 -0.871 0.675
C -1.653 1.462 -0.473
H -1.718 -1.241 -1.547
H 2.660 1.892 1.991
C -2.530 -1.249 -2.278
C 2.401 2.713 1.322
C 2.835 1.487 -0.864
C 3.230 2.645 0.040
H -2.970 -2.252 -2.313
C -3.265 -0.105 0.456
C -0.190 1.452 -0.915
H -0.005 0.576 -1.542
H 0.304 2.664 1.853
C 3.156 0.103 -0.413
O 2.448 1.693 -2.000
O -3.516 -0.283 -1.972
C 4.186 -1.508 1.058
F 3.910 -3.806 0.628
C 3.929 -0.195 0.707
H -2.304 1.473 -1.345
H 1.060 0.200 1.892
H 2.102 -0.706 -2.076
H -1.853 2.370 0.123
C -5.367 -0.742 -0.569
H 0.661 3.455 0.307
C 2.669 -0.950 -1.190
C 0.402 0.228 1.021
N -1.924 0.271 0.319
H -2.145 -0.987 -3.262
H -6.998 -1.156 0.754
H 4.293 2.566 0.275
H 0.039 2.337 -1.510
H -5.926 -0.929 -1.473
H -5.643 -0.757 2.788
H 4.786 -1.750 1.921
N 0.726 1.380 0.205
H 3.077 3.560 -0.536
C -5.202 -0.649 1.808
C -4.035 -0.383 -0.691
C 0.924 2.611 0.948
H 0.590 -0.668 0.422
*
```

***

Here is a cluster of 2 separate species, C5H14 in total in a non-equilibrium geometry from the Open Molecules 2025 dataset. Energies are from ωB97M-V with the def2-TZVPD basis set.

The structure (SMILES) is CCC.CC. As for the HOMO energy: -10.73 eV. The value obtained for the energy above the lowest of the compared OMol25 structures with the same formula, charge and spin is 2.258 eV. The orbital gap comes out at 11.83 eV.

Structure (ORCA input):
```
! RIJCOSX wB97M-V def2-TZVPD def2/J DEFGRID3
* xyz 0 1
H 0.394 -1.301 1.335
H 1.794 -0.687 2.128
H -2.081 -2.434 -2.099
H 1.478 0.339 -0.284
H 1.060 2.896 1.462
C 1.602 2.135 1.048
H -3.010 -1.076 -1.320
C 0.872 -0.428 1.655
H -1.843 -2.240 -0.299
C -2.056 -1.724 -1.284
H 2.511 1.995 1.716
C 0.875 0.793 0.614
H -0.082 -0.453 -1.293
H 0.208 -0.011 2.403
H -1.477 0.424 -1.520
H 2.056 2.492 0.166
H -0.186 0.650 0.084
H -1.026 -0.845 -2.823
C -1.089 -0.527 -1.692
*
```

***

Here is the ion C7H9ClNO2 with charge -1 in a non-equilibrium geometry from the Open Molecules 2025 dataset. Energies are from ωB97M-V with the def2-TZVPD basis set.

The structure (SMILES) is C[C@@H]1CC=C(C(=O)[O-])[C@H](Cl)N1. As for the HOMO energy: -4.14 eV. The value obtained for the energy above the lowest of the compared OMol25 structures with the same formula, charge and spin is 0.000 eV. The orbital gap comes out at 7.37 eV.

Structure (ORCA input):
```
! RIJCOSX wB97M-V def2-TZVPD def2/J DEFGRID3
* xyz -1 1
N -0.324 0.730 -1.171
C -0.598 -0.807 0.915
C 3.156 -0.514 -0.189
H -0.877 1.510 -1.395
C 0.885 0.993 -0.594
H 1.667 1.534 -1.334
C 0.865 -1.179 0.747
H -3.084 0.997 -0.948
O 3.546 -0.489 -1.371
Cl 0.618 2.317 0.706
H -3.250 -0.483 -0.002
H -1.304 -1.073 -1.129
H -0.712 -0.115 1.800
C 1.706 -0.421 0.113
C -2.559 0.348 -0.029
C -1.216 -0.186 -0.396
H 1.252 -1.962 1.450
H -1.171 -1.596 1.157
H -2.503 0.951 0.859
O 3.903 -0.555 0.812
*
```